Entry from OMol25: C7H12N2O3 in the gas phase (the ωB97M-V functional and the def2-TZVPD basis).

Summary:
Energy above the lowest of the compared OMol25 structures with the same formula, charge and spin in kcal per mole: 33.3
Gap between HOMO and LUMO in eV: 9.84
Energy in hartree: -609.135103
SMILES: O=C(O)CNC(=O)[C@@H]1CCCN1

```
24
Properties=species:S:1:pos:R:3:forces:R:3
C 1.145427 0.189637 -0.518871 2.54 2.27 -1.28
C 0.204448 1.294450 -0.075575 -1.97 -1.34 1.80
C 1.163142 -1.164631 0.045932 -1.90 -4.03 2.67
C 2.596407 -1.588720 0.532032 0.07 2.12 -2.35
C 3.419880 -0.475044 -0.237087 0.75 -1.50 -0.33
C -1.986087 0.295762 -1.023645 -0.80 -0.17 1.41
C -2.659215 -0.617316 0.052675 -0.05 0.30 -0.76
H 2.541471 1.137060 0.726245 -0.20 -0.66 -1.73
H 1.030177 0.184413 -1.593522 0.06 -0.20 -0.60
H 0.753110 -2.062224 -0.494877 0.32 1.33 -0.49
H 0.444585 -1.174373 0.881108 0.35 -0.02 0.32
H 2.840108 -1.495123 1.571772 -0.45 0.07 0.64
H 2.933974 -2.538150 0.167705 -0.28 -0.76 -0.02
H 4.370329 -0.394554 0.384491 -1.01 0.74 -1.26
H 3.703370 -0.848023 -1.351350 -0.72 1.04 2.53
H -1.446969 2.146400 -0.212663 -1.46 1.59 0.50
H -2.879188 0.783958 -1.449712 0.65 -0.37 -0.58
H -1.456000 -0.394602 -1.639083 -0.03 -0.34 -1.00
H -2.165615 0.610970 1.420837 0.22 0.08 0.00
N 2.530717 0.701241 -0.246896 0.72 0.56 1.16
N -1.107017 1.302030 -0.550168 1.76 -0.43 -0.40
O 0.403575 2.108537 0.809778 1.32 0.01 -0.56
O -3.254679 -1.581790 -0.333435 0.14 -0.04 0.53
O -2.641304 -0.224682 1.338123 -0.04 -0.23 -0.19
```
Positions in Å, forces in eV/Å.